84
Properties=species:S:1:pos:R:3 method="wB97M-V/def2-TZVPD" e_homo_ev=-7.2 gap_ev=7.5 relative_energy_ev=0.937
Y -0.82 0.53 0.31
S 0.99 1.29 2.38
C -0.27 2.43 2.64
C -0.27 3.35 3.71
C -1.32 4.21 3.86
C -2.37 4.19 2.94
C -2.30 3.27 1.91
N -1.29 2.41 1.76
H 0.57 3.33 4.39
H -1.34 4.92 4.68
H -3.21 4.86 3.02
H -3.09 3.22 1.17
C 7.69 -1.15 0.19
C 8.52 -1.47 -1.02
O 9.69 -1.73 -0.99
S 7.72 -1.43 -2.62
C 6.03 -0.97 -2.28
C 5.07 -1.96 -2.07
C 3.76 -1.60 -1.78
C 3.39 -0.25 -1.72
C 4.36 0.73 -1.97
C 5.67 0.37 -2.25
C 2.06 0.12 -1.36
C 0.95 0.48 -1.01
H 6.84 -1.83 0.26
H 7.29 -0.14 0.13
H 8.31 -1.25 1.08
H 5.36 -3.00 -2.12
H 3.02 -2.36 -1.60
H 4.07 1.77 -1.93
H 6.42 1.13 -2.44
C -0.68 -2.63 -2.03
S -1.66 -2.08 -0.62
O -0.68 -1.83 0.47
O -2.64 -3.07 -0.32
O -2.20 -0.76 -1.03
H -0.83 -3.70 -2.15
H 0.36 -2.39 -1.82
H -1.03 -2.09 -2.90
C 1.22 -0.50 -6.08
C 0.52 0.44 -5.14
C -0.74 0.16 -4.63
C -1.33 0.99 -3.69
C -0.65 2.12 -3.28
C 0.59 2.44 -3.79
C 1.18 1.60 -4.71
S -1.35 3.17 -2.00
C -2.74 3.80 -3.00
O -2.00 2.26 -1.00
H 0.54 -1.26 -6.47
H 2.03 -1.00 -5.56
H 1.65 0.04 -6.92
H -1.28 -0.72 -4.97
H -2.29 0.74 -3.25
H 1.11 3.32 -3.44
H 2.16 1.82 -5.11
H -3.36 2.96 -3.29
H -2.32 4.30 -3.87
H -3.30 4.50 -2.39
C -3.13 -4.27 2.84
C -1.93 -3.38 3.10
O -2.38 -2.04 3.40
P -1.69 -0.70 2.79
O -2.82 -0.12 1.74
C -4.22 -0.05 2.11
C -5.04 -0.94 1.21
O -2.07 0.28 4.03
C -1.24 0.17 5.20
C -1.99 -0.48 6.34
H -2.84 -5.32 2.93
H -3.52 -4.10 1.84
H -3.91 -4.07 3.58
H -1.28 -3.37 2.23
H -1.37 -3.74 3.96
H -4.52 0.99 2.01
H -4.33 -0.33 3.16
H -4.93 -0.63 0.17
H -6.09 -0.90 1.49
H -4.69 -1.97 1.28
H -0.94 1.19 5.46
H -0.33 -0.39 4.96
H -2.86 0.12 6.62
H -1.34 -0.58 7.21
H -2.33 -1.47 6.04